1.
The following is a quantum chemistry calculation of a cluster of 5 separate species, C40H82Cl2N4O in total, from OMol25.

Geometry as ORCA input:
```
! wB97M-V def2-TZVPD RIJCOSX def2/J DEFGRID3
* xyz 0 1
C 5.797 5.178 5.684
C 4.501 4.406 5.041
C 3.336 4.196 6.185
C 1.878 4.074 5.403
C 1.434 2.530 5.080
C 1.028 2.241 3.510
C 2.093 2.942 2.427
N 3.194 3.442 1.912
C 1.148 0.622 3.279
Cl 0.528 -0.383 4.757
C 2.714 0.106 3.000
C 2.986 -1.410 3.653
Cl 3.034 -0.121 1.151
C -0.449 2.878 3.137
N -0.356 4.417 3.069
C -0.981 2.431 1.616
N -1.278 1.600 0.638
C -1.626 2.550 4.231
C -3.119 3.077 3.803
O -4.179 2.487 4.414
N -3.439 4.187 2.827
C -3.995 5.422 3.510
C -4.413 3.674 1.753
H 5.803 6.310 5.346
H 5.654 5.175 6.862
H 6.778 4.593 5.391
H 4.743 3.329 4.614
H 4.038 5.124 4.222
H 3.256 5.169 6.866
H 3.474 3.250 6.859
H 1.856 4.804 4.489
H 1.074 4.498 6.176
H 0.616 2.231 5.861
H 2.387 1.850 5.307
H 0.530 0.209 2.361
H 3.517 0.802 3.512
H 2.181 -2.197 3.329
H 3.199 -1.364 4.803
H 4.007 -1.766 3.147
H -0.963 4.859 3.793
H -0.610 4.703 2.097
H -1.657 1.410 4.494
H -1.334 3.152 5.220
H -5.141 5.294 3.807
H -3.405 5.596 4.524
H -3.813 6.399 2.859
H -4.535 2.494 1.817
H -5.451 4.238 1.895
H -3.943 3.884 0.688
C -0.817 -1.224 0.099
C -0.306 -2.390 0.931
C 0.578 -3.358 0.140
C -0.108 -4.067 -1.033
C -1.354 -4.880 -0.670
C -1.065 -6.030 0.283
H -1.456 -1.562 -0.722
H -1.409 -0.547 0.723
H 0.016 -0.653 -0.324
H -1.153 -2.922 1.377
H 0.280 -1.990 1.767
H 0.982 -4.107 0.832
H 1.445 -2.809 -0.248
H 0.623 -4.732 -1.509
H -0.382 -3.328 -1.795
H -1.779 -5.293 -1.593
H -2.124 -4.232 -0.242
H -0.328 -6.716 -0.145
H -1.981 -6.596 0.477
H -0.688 -5.672 1.245
C 3.159 7.056 2.066
C 3.826 6.810 0.721
C 4.968 7.784 0.423
C 4.564 9.260 0.324
C 3.492 9.578 -0.723
C 3.928 9.261 -2.146
H 2.688 8.042 2.109
H 2.380 6.309 2.242
H 3.886 6.985 2.881
H 3.073 6.845 -0.073
H 4.230 5.790 0.717
H 5.455 7.477 -0.510
H 5.731 7.687 1.206
H 5.463 9.849 0.101
H 4.212 9.608 1.302
H 3.256 10.647 -0.662
H 2.564 9.045 -0.495
H 4.833 9.818 -2.409
H 3.140 9.542 -2.851
H 4.127 8.195 -2.279
C -1.709 -2.939 -7.479
C -1.705 -2.091 -6.216
C -1.507 -2.909 -4.937
C -2.603 -3.937 -4.638
C -4.021 -3.370 -4.527
C -4.184 -2.377 -3.386
H -2.540 -3.651 -7.484
H -1.815 -2.300 -8.361
H -0.774 -3.499 -7.577
H -2.631 -1.510 -6.161
H -0.888 -1.362 -6.291
H -1.415 -2.218 -4.091
H -0.546 -3.436 -4.999
H -2.350 -4.447 -3.700
H -2.596 -4.713 -5.412
H -4.715 -4.204 -4.362
H -4.322 -2.902 -5.468
H -3.929 -2.839 -2.427
H -5.222 -2.035 -3.331
H -3.552 -1.496 -3.524
C -2.841 -8.062 -6.611
C -3.485 -8.889 -5.509
C -3.296 -8.290 -4.113
C -1.844 -8.180 -3.635
C -1.061 -9.496 -3.607
C -1.645 -10.523 -2.648
H -1.755 -8.002 -6.489
H -3.040 -8.515 -7.587
H -3.244 -7.045 -6.622
H -3.097 -9.912 -5.543
H -4.560 -8.961 -5.713
H -3.872 -8.887 -3.396
H -3.743 -7.288 -4.094
H -1.845 -7.746 -2.627
H -1.306 -7.466 -4.268
H -0.031 -9.280 -3.299
H -0.997 -9.925 -4.611
H -1.679 -10.129 -1.628
H -1.026 -11.425 -2.642
H -2.657 -10.818 -2.938
*
```

Orbital gap = 9.2714 eV
Lowest unoccupied orbital energy = -0.244 eV
E_HOMO = -0.350 hartree
Largest force on an atom = 12.46 eV/Å
Structure (SMILES) = CCCCC[C@@](C#N)([C@H](Cl)[C@@H](C)Cl)[C@@](N)(C#N)CC(=O)N(C)C.CCCCCC.CCCCCC.CCCCCC.CCCCCC

***

2.
The following is a quantum chemistry calculation of a cluster of 13 separate species, C40H83Cl8N5O8 in total, from OMol25.

Geometry as ORCA input:
```
! wB97M-V def2-TZVPD RIJCOSX def2/J DEFGRID3
* xyz 0 1
C 0.886 0.739 -4.857
C -0.526 0.614 -5.480
C -0.950 1.935 -6.147
C -1.119 2.989 -5.111
N -1.148 3.646 -4.153
H 1.069 -0.212 -4.274
H 0.956 1.575 -4.144
H 1.743 0.786 -5.542
H -1.201 0.283 -4.671
H -0.525 -0.178 -6.216
H -1.894 1.759 -6.756
H -0.201 2.164 -6.885
C 1.882 -4.853 2.231
C 3.154 -3.975 2.078
C 3.278 -2.969 3.222
C 2.497 -1.792 2.927
N 1.922 -0.825 2.830
H 1.957 -5.751 1.558
H 0.935 -4.311 2.017
H 1.841 -5.217 3.275
H 3.116 -3.421 1.120
H 4.091 -4.535 1.983
H 4.296 -2.733 3.540
H 2.867 -3.411 4.141
C 7.666 2.179 -4.596
C 6.476 1.275 -4.743
C 5.873 0.805 -3.439
C 4.803 -0.128 -3.605
N 3.906 -0.830 -3.742
H 8.065 2.467 -5.527
H 8.526 1.746 -4.053
H 7.528 3.053 -3.984
H 6.781 0.362 -5.271
H 5.711 1.827 -5.272
H 5.497 1.640 -2.789
H 6.589 0.289 -2.759
C -1.869 -5.870 -2.381
C -1.120 -5.730 -1.067
C -1.425 -6.792 -0.045
C -2.814 -6.651 0.434
N -3.927 -6.448 0.710
H -1.327 -5.284 -3.154
H -2.905 -5.581 -2.342
H -1.824 -6.894 -2.749
H -1.180 -4.755 -0.613
H -0.060 -5.850 -1.359
H -0.691 -6.824 0.749
H -1.323 -7.757 -0.542
C -0.141 -0.021 -0.833
C 1.080 0.720 -0.179
C 2.520 0.402 -0.620
C 2.751 -1.118 -0.744
N 2.802 -2.252 -0.874
H -1.034 0.390 -0.411
H -0.054 -1.073 -0.388
H -0.110 0.064 -1.939
H 1.072 0.506 0.894
H 0.948 1.776 -0.312
H 3.202 0.752 0.168
H 2.808 0.816 -1.577
C -4.947 -4.611 3.934
O -4.203 -3.418 4.200
C -4.096 -2.666 3.040
C -3.716 -1.246 3.431
O -2.316 -0.965 3.460
C -1.855 -0.930 2.132
H -4.837 -5.318 4.781
H -4.602 -5.120 3.011
H -6.005 -4.328 3.705
H -4.994 -2.761 2.355
H -3.271 -3.062 2.402
H -4.097 -1.053 4.432
H -4.203 -0.568 2.757
H -1.626 -1.918 1.663
H -0.894 -0.386 2.226
H -2.583 -0.335 1.551
C 1.594 4.215 3.090
O 0.510 3.435 3.419
C 0.653 2.634 4.526
C -0.567 1.822 4.860
O -1.595 2.674 5.449
C -2.790 2.032 5.758
H 2.482 3.561 3.020
H 1.739 4.986 3.871
H 1.451 4.744 2.131
H 0.867 3.238 5.357
H 1.423 1.886 4.452
H -0.318 1.171 5.711
H -0.876 1.281 3.985
H -2.638 1.074 6.378
H -3.346 1.739 4.862
H -3.482 2.655 6.349
C -1.459 -2.125 -3.183
O -2.473 -1.242 -2.666
C -3.087 -1.908 -1.529
C -4.232 -1.088 -1.109
O -3.832 0.166 -0.623
C -4.816 1.121 -0.524
H -0.858 -1.625 -3.926
H -1.890 -3.022 -3.698
H -0.758 -2.530 -2.417
H -2.403 -2.085 -0.694
H -3.462 -2.884 -1.793
H -4.752 -1.623 -0.319
H -4.893 -0.952 -1.935
H -4.408 2.014 -0.092
H -5.677 0.818 0.083
H -5.135 1.385 -1.533
C -3.082 2.886 2.115
O -4.144 3.768 1.953
C -4.252 4.658 3.002
C -5.454 5.545 2.786
O -5.094 6.650 1.896
C -6.239 7.341 1.411
H -3.016 2.197 1.218
H -3.169 2.336 3.066
H -2.159 3.401 2.275
H -3.357 5.340 2.993
H -4.291 4.200 4.032
H -5.971 5.971 3.660
H -6.289 5.028 2.303
H -6.907 6.722 0.836
H -5.848 7.990 0.624
H -6.855 7.814 2.160
C 2.284 -3.639 -5.163
Cl 1.252 -2.829 -6.381
Cl 1.194 -4.320 -3.849
H 2.760 -4.497 -5.628
H 2.870 -2.885 -4.667
C 3.182 4.697 -3.455
Cl 4.760 4.279 -3.953
Cl 2.615 3.649 -2.119
H 3.048 5.763 -3.212
H 2.535 4.589 -4.304
C 5.831 3.170 2.309
Cl 5.097 3.901 0.821
Cl 4.932 1.636 2.697
H 6.864 2.931 2.197
H 5.707 3.889 3.065
C 7.459 -1.072 0.263
Cl 8.081 0.606 0.446
Cl 5.672 -0.978 -0.200
H 7.922 -1.629 -0.514
H 7.605 -1.509 1.249
*
```

Orbital gap = 9.3006 eV
Lowest unoccupied orbital energy = 0.210 eV
E_HOMO = -0.334 hartree
Largest force on an atom = 2.72 eV/Å

***

3.
The following is a quantum chemistry calculation of a cluster of 9 separate species, C40H83O30PS in total, from OMol25.

Geometry as ORCA input:
```
! wB97M-V def2-TZVPD RIJCOSX def2/J DEFGRID3
* xyz 0 1
C 1.200 0.629 -0.920
C 0.520 0.190 -2.210
O -0.460 -0.813 -1.866
S -0.982 -1.766 -3.076
O -1.251 -0.912 -4.224
O -2.378 -2.089 -2.345
C -3.463 -1.155 -2.521
C -4.397 -1.290 -1.312
P -5.029 0.330 -0.851
O -3.987 1.257 -0.372
O -5.773 0.787 -2.188
C -5.860 2.192 -2.510
C -6.608 3.009 -1.468
O -6.175 0.114 0.236
C -7.069 -1.007 0.265
C -8.001 -1.080 -0.933
H 2.233 0.924 -1.131
H 0.677 1.473 -0.462
H 1.211 -0.215 -0.223
H 1.253 -0.243 -2.905
H 0.020 1.016 -2.723
H -3.986 -1.405 -3.449
H -3.067 -0.139 -2.607
H -5.192 -2.019 -1.506
H -3.824 -1.626 -0.440
H -6.401 2.223 -3.462
H -4.851 2.578 -2.691
H -6.170 2.910 -0.472
H -7.669 2.739 -1.459
H -6.533 4.062 -1.769
H -7.665 -0.862 1.172
H -6.503 -1.936 0.412
H -8.740 -1.870 -0.774
H -8.507 -0.118 -1.073
H -7.470 -1.298 -1.869
C 8.693 -0.850 -0.175
C 7.635 0.200 0.078
O 6.334 -0.240 -0.356
C 5.704 -1.089 0.449
O 6.095 -1.489 1.512
O 4.559 -1.434 -0.133
C 3.787 -2.374 0.625
H 8.696 -1.133 -1.228
H 9.675 -0.450 0.078
H 8.516 -1.739 0.429
H 7.825 1.091 -0.516
H 7.583 0.483 1.129
H 3.622 -2.011 1.638
H 4.295 -3.337 0.659
H 2.836 -2.472 0.109
C 8.906 2.131 -6.835
C 9.767 1.350 -5.870
O 9.024 0.950 -4.702
C 8.220 -0.096 -4.872
O 8.107 -0.753 -5.873
O 7.557 -0.298 -3.733
C 6.622 -1.381 -3.775
H 8.451 2.986 -6.334
H 9.510 2.498 -7.665
H 8.110 1.510 -7.242
H 10.575 1.963 -5.476
H 10.200 0.467 -6.339
H 7.108 -2.298 -4.102
H 5.797 -1.147 -4.445
H 6.256 -1.485 -2.758
C 3.682 2.141 -6.738
C 3.547 1.665 -8.168
O 3.379 2.761 -9.087
C 4.492 3.422 -9.390
O 5.599 3.169 -8.993
O 4.176 4.412 -10.225
C 5.281 5.230 -10.616
H 2.831 2.764 -6.462
H 3.715 1.282 -6.068
H 4.596 2.718 -6.605
H 2.646 1.069 -8.297
H 4.406 1.069 -8.475
H 6.086 4.621 -11.023
H 5.652 5.799 -9.765
H 4.893 5.901 -11.376
C 4.576 -6.077 7.488
C 4.368 -4.583 7.591
O 5.525 -3.843 7.152
C 5.677 -3.738 5.834
O 4.930 -4.184 4.996
O 6.803 -3.074 5.594
C 7.131 -2.918 4.206
H 5.467 -6.376 8.041
H 3.714 -6.595 7.911
H 4.691 -6.386 6.450
H 4.226 -4.277 8.625
H 3.500 -4.259 7.018
H 6.310 -2.478 3.650
H 7.392 -3.886 3.778
H 7.993 -2.258 4.183
C -4.584 9.382 -5.416
C -5.184 7.994 -5.399
O -4.439 7.097 -4.555
C -4.661 7.230 -3.250
O -5.441 7.988 -2.735
O -3.877 6.367 -2.606
C -3.982 6.419 -1.181
H -3.535 9.338 -5.709
H -5.119 10.005 -6.133
H -4.654 9.848 -4.434
H -5.135 7.534 -6.384
H -6.224 8.010 -5.074
H -5.019 6.316 -0.865
H -3.574 7.353 -0.799
H -3.398 5.582 -0.809
C -12.799 -2.377 4.908
C -12.519 -1.693 3.589
O -11.641 -0.564 3.746
C -10.352 -0.861 3.887
O -9.868 -1.963 3.852
O -9.679 0.275 4.059
C -8.277 0.104 4.283
H -13.194 -1.663 5.631
H -13.536 -3.168 4.763
H -11.893 -2.822 5.316
H -13.428 -1.266 3.169
H -12.089 -2.382 2.862
H -7.835 -0.515 3.506
H -8.097 -0.351 5.256
H -7.845 1.099 4.256
C -1.667 -3.094 1.438
C -1.647 -4.426 2.153
O -0.344 -5.043 2.076
C 0.586 -4.513 2.871
O 0.419 -3.604 3.646
O 1.733 -5.148 2.668
C 2.830 -4.660 3.455
H -1.336 -3.207 0.405
H -2.673 -2.675 1.440
H -1.003 -2.385 1.931
H -2.317 -5.142 1.681
H -1.932 -4.322 3.200
H 2.581 -4.666 4.513
H 3.099 -3.648 3.156
H 3.655 -5.338 3.262
C 0.292 -2.754 6.579
C 0.598 -1.291 6.372
O -0.177 -0.441 7.243
C 0.270 -0.360 8.490
O 1.265 -0.878 8.930
O -0.566 0.412 9.186
C -0.220 0.566 10.564
H -0.773 -2.944 6.442
H 0.842 -3.336 5.846
H 0.569 -3.077 7.583
H 0.322 -0.980 5.366
H 1.654 -1.073 6.521
H 0.806 0.915 10.667
H -0.336 -0.378 11.093
H -0.912 1.304 10.958
*
```

Energy relative to the best compared isomer or geometry (same formula, charge and spin) = 0.0 kJ/mol
Orbital gap = 10.4154 eV
Lowest unoccupied orbital energy = 0.424 eV
E_HOMO = -0.367 hartree
Largest force on an atom = 0.60 eV/Å

***

lowest unoccupied orbital energy of number 2 (C40H83Cl8N5O8)? 0.210 eV

***

Which value of largest force on an atom does entry 3 give? 0.60 eV/Å